# 1
Formula: C46H51HfN10O4
Source: the OMol25 dataset
Level of theory: wB97M-V/def2-TZVPD

Values from the calculation:
HOMO-LUMO gap = 7.31 eV
Net charge = +1
Max |F| = 2.60 eV/Å
HOMO energy = -0.3775 Ha
Energy relative to the best compared isomer or geometry (same formula, charge and spin) = 22.1 kcal per mole

Geometry as XYZ:
```
112
Properties=species:S:1:pos:R:3:forces:R:3:mulliken_charge:R:1
Hf 0.001800 -0.082800 -0.033900 2.49 0.34 -0.64 1.75
O -2.046900 -0.312300 0.050800 0.35 0.14 -0.44 -0.59
O 2.147900 -0.832100 0.354500 -0.29 0.06 -0.27 1.42
O -0.164700 -1.929600 -0.889800 0.06 -0.23 -0.96 -0.10
O 0.142100 -3.057100 3.436200 -0.05 0.02 0.53 -0.68
N 3.704200 -2.160900 1.497900 -0.43 0.13 -0.16 0.24
N 4.351300 -0.657700 -0.122500 -0.29 0.03 0.01 0.93
N 0.625400 0.993100 -4.587200 -0.05 -0.33 0.20 0.23
N -0.456900 0.141400 2.090600 0.26 0.50 0.83 1.67
N 0.470000 -0.000700 -2.471200 -0.31 -0.09 0.80 0.41
N -0.520300 -4.662100 1.966500 0.02 0.36 0.03 0.21
N -0.094900 -2.439100 1.271600 -0.09 0.16 -1.00 0.58
N -1.719200 -0.268000 2.330300 -1.19 -0.32 0.41 -1.23
N 1.705900 1.433700 1.511200 -0.09 -0.38 0.49 0.71
N 0.801400 2.299600 -2.714800 0.01 0.26 -0.36 0.26
C -0.510100 -5.637400 3.032500 0.09 -0.13 0.53 -1.02
C -0.835100 2.816300 0.549400 -0.13 -0.01 -0.01 -0.56
C 3.717500 1.937900 3.353900 0.05 0.11 -0.21 -0.81
C -4.751000 -1.121700 0.521500 0.29 0.12 0.07 -0.39
C -0.145200 -3.330700 2.288600 -0.16 -0.39 -0.09 -0.34
C -0.321500 -2.809400 0.011900 0.01 -1.64 1.14 -0.13
C 0.801000 5.091300 -2.669400 -0.09 -0.09 0.12 -1.66
C 0.262500 2.039500 -5.475400 -0.03 0.41 -0.21 -0.27
C -3.867200 -0.780100 1.542500 -0.32 -0.14 -0.10 0.58
C 0.182200 -1.192200 -3.211300 -0.13 -0.41 -0.56 -1.30
C 3.825100 -3.487400 0.904400 0.00 -0.09 -0.08 -0.96
C 1.576600 1.030800 2.786200 0.80 0.45 -0.12 0.48
C 2.787800 2.110900 1.170500 -0.05 0.11 -0.21 -0.60
C 1.205800 -2.047700 -3.631100 -0.04 0.37 0.13 1.36
C -4.322200 -0.727500 2.860900 0.07 0.03 -0.12 -0.26
C -0.231300 2.079600 -0.488500 -0.12 1.12 -0.78 0.45
C 0.253300 2.874100 -1.542300 -0.16 -0.31 0.43 0.18
C -6.077200 -1.377800 0.819700 -0.14 -0.01 -0.01 -0.90
C 0.221700 4.280300 -1.542300 0.01 0.09 0.06 1.52
C 0.882700 -3.176700 -4.368800 -0.09 -0.04 0.03 -0.73
C 1.121400 2.318200 -6.533400 0.04 0.03 0.10 -0.76
C -6.529200 -1.292300 2.127300 0.01 -0.03 -0.06 -0.39
C 3.829800 2.380500 2.043000 -0.08 -0.10 0.24 -1.16
C 2.969300 -2.125700 2.758500 -0.01 0.37 0.13 -0.74
C 0.306800 0.394400 3.107100 -0.75 -0.29 -0.16 0.82
C 2.626900 -1.754500 -3.259400 -0.14 -0.04 -0.05 -0.77
C 0.585600 1.060600 -3.219400 0.43 0.23 -0.38 -0.56
C -1.204600 3.762000 -6.249400 0.07 -0.01 0.05 -0.71
C -5.646800 -0.979300 3.149000 -0.02 0.02 0.04 -0.83
C 2.570600 1.270600 3.741100 -0.40 -0.16 -0.29 -1.04
C -0.432300 -3.477200 -4.673900 0.02 -0.07 0.01 -0.89
C 4.161600 0.318600 -1.172100 -0.21 0.08 -0.18 -1.22
C -1.139400 -1.493000 -3.527200 0.27 0.03 0.04 -0.15
C -0.936200 2.748200 -5.333100 0.07 -0.09 0.00 1.37
C 5.734800 -0.969300 0.153800 0.36 -0.12 0.17 -1.21
C -0.370900 4.929100 -0.474400 0.07 -0.22 -0.09 -0.87
C -0.790700 -5.028700 0.700800 0.03 0.21 -0.43 -0.34
C 0.831000 3.327000 -7.432000 0.00 -0.03 -0.02 -0.62
C -0.093000 0.132600 4.517000 -0.23 -0.03 -0.25 -1.85
C -1.932100 2.433600 -4.256500 0.00 0.05 0.03 -0.88
C -0.696200 -4.146800 -0.318700 0.02 0.22 -0.12 -0.75
C -1.445300 -2.636500 -4.241400 -0.08 0.07 -0.06 -1.25
C -0.334400 4.060800 -7.281300 0.02 0.00 -0.03 -0.69
C -2.462000 -0.445600 1.257000 -0.05 0.18 1.80 0.00
C 3.325400 -1.188700 0.553300 0.37 -0.09 0.13 -1.47
C -0.917900 4.197600 0.563100 -0.08 -0.19 0.19 -1.49
H -3.614700 -0.466400 3.629900 -0.05 0.00 0.13 0.45
H -6.773400 -1.634000 0.036800 -0.03 -0.02 -0.14 0.43
H 4.504000 2.130700 4.067600 0.07 -0.01 0.06 0.45
H -1.843000 1.403300 -3.919400 -0.08 -0.06 0.01 -0.22
H 3.101300 0.414100 -1.399900 0.12 0.01 -0.11 0.17
H 1.848400 4.840600 -2.839600 0.10 0.04 -0.12 0.36
H 5.811900 -1.530000 1.079600 0.02 0.04 -0.06 0.36
H 2.716600 -1.790100 -2.174500 0.14 0.05 0.11 -0.09
H 4.701200 2.920000 1.707900 0.05 0.11 -0.04 0.53
H -1.401000 4.706000 1.384500 -0.05 0.01 0.09 0.47
H -2.941100 2.591400 -4.631600 -0.05 -0.02 0.03 0.62
H -0.417100 6.007400 -0.464600 0.02 0.13 -0.02 0.38
H 2.917100 -0.759400 -3.597800 0.13 0.02 0.04 0.20
H -1.144800 -0.132800 4.529600 0.01 -0.01 0.11 0.25
H 1.680700 -3.827100 -4.698600 0.04 -0.08 -0.04 0.46
H 2.869000 -3.129600 3.164800 -0.02 0.03 -0.04 0.48
H 4.374800 -3.415100 -0.032100 0.08 -0.11 -0.05 0.31
H -5.996500 -0.919400 4.168000 -0.04 0.00 0.10 0.44
H -0.660400 -4.365900 -5.240900 -0.07 -0.09 -0.07 0.43
H 1.513200 3.545200 -8.238700 0.05 -0.01 -0.09 0.41
H 0.470100 -0.716100 4.901500 0.10 -0.10 0.04 0.32
H -1.798700 3.076800 -3.385800 -0.01 0.03 0.08 0.13
H -1.030600 -6.540500 2.721100 -0.03 0.08 -0.08 0.37
H 2.844300 -3.929500 0.697200 -0.05 -0.04 -0.03 0.15
H 0.685300 0.067600 -4.992100 -0.07 0.06 0.19 0.47
H -4.382600 -1.167200 -0.492700 -0.03 -0.01 -0.10 0.50
H 2.022100 1.731500 -6.636000 0.14 -0.02 0.01 0.48
H -2.124600 4.319400 -6.150400 -0.11 0.04 0.02 0.47
H -0.883600 -4.402900 -1.344300 -0.09 -0.13 -0.16 0.56
H 6.169800 -1.551500 -0.662200 0.00 0.03 0.00 0.37
H -1.261800 2.288700 1.395400 -0.05 0.04 0.01 0.41
H -1.078000 -6.058500 0.536000 0.03 -0.03 0.10 0.40
H -1.914800 -0.833900 -3.163500 -0.13 0.03 0.01 0.37
H 0.245900 4.935600 -3.596600 0.04 0.04 -0.16 0.31
H 6.290700 -0.036300 0.251500 0.04 0.02 -0.04 0.37
H 2.447400 0.922200 4.754600 -0.04 0.00 0.07 0.54
H 0.990100 2.983500 -3.437900 0.00 -0.17 0.08 0.29
H 0.083600 1.000900 5.146000 0.06 0.09 0.05 0.53
H 4.547500 1.287500 -0.853200 0.08 0.00 0.00 0.39
H -7.570700 -1.463100 2.351600 -0.11 -0.07 0.00 0.41
H 0.746000 6.148300 -2.422200 0.02 0.04 -0.07 0.43
H -0.569600 4.850900 -7.979100 -0.03 0.06 -0.02 0.42
H 3.298500 -2.491600 -3.695100 0.06 0.02 -0.01 0.49
H 2.802800 2.463100 0.148800 0.06 0.05 -0.14 0.84
H -0.993900 -5.214100 3.912000 0.05 -0.09 -0.05 0.30
H 4.366300 -4.142800 1.585700 0.04 0.03 -0.04 0.40
H 4.715000 -0.001700 -2.056300 -0.10 0.06 -0.04 0.50
H -2.473900 -2.865900 -4.469000 -0.14 -0.03 -0.03 0.50
H 1.972100 -1.701800 2.639100 0.00 -0.19 0.01 -0.12
H 3.530400 -1.511900 3.469700 -0.09 -0.09 0.06 0.23
H 0.519000 -5.894200 3.293900 -0.08 0.01 0.08 0.32
```
Positions in Å, forces in eV/Å.

=====

# 2
Formula: C13H21F8N2O6S3
Source: the OMol25 dataset
Level of theory: wB97M-V/def2-TZVPD

Values from the calculation:
HOMO-LUMO gap = 4.52 eV
Net charge = +1
Max |F| = 11.34 eV/Å
HOMO energy = -0.3859 Ha

Geometry as XYZ:
```
53
Properties=species:S:1:pos:R:3:forces:R:3:nbo_charge:R:1
S -1.782500 -3.750861 2.238780 -0.35 0.07 0.28 1.23
S 0.233962 3.799276 -1.926403 -2.39 10.17 4.41 1.99
S 6.408175 -0.635914 1.824613 0.12 -0.38 0.53 1.23
F 3.204468 1.289260 -3.607551 -3.80 1.28 3.32 -0.28
F 2.956663 4.099519 -2.438650 -4.56 -3.51 -0.76 -0.25
F 1.904308 0.068834 -0.550537 2.66 4.06 -2.08 -0.32
F 0.992259 0.702008 -2.933817 3.27 3.49 1.10 -0.30
F 2.757136 2.274692 -0.135983 -0.16 -3.80 -3.94 -0.29
F 1.566183 3.427157 -4.258089 0.42 -0.83 4.99 -0.29
F -4.035054 1.111934 -3.987089 3.31 0.76 4.61 -0.27
F 4.118031 0.610113 -1.271316 -5.22 2.44 0.44 -0.29
O 6.444253 -1.395588 3.117730 -0.01 0.37 -0.83 -0.97
O 0.377463 4.065706 -0.407160 0.03 -3.05 -5.42 -0.77
O -3.696544 -0.392464 2.081055 1.21 2.12 -0.45 -0.72
O -2.714937 -2.928494 3.078322 0.43 -0.39 -0.38 -0.98
O -3.532512 0.007947 -1.012243 0.11 0.64 0.52 -0.27
O -0.141590 5.191395 -2.569057 1.53 -6.69 1.09 -0.76
N -2.789752 0.991758 -1.549747 3.27 4.85 -3.64 -0.05
N -1.151756 2.742275 -2.140162 -2.61 -3.33 0.28 -0.61
C -2.640814 -4.139405 0.694525 -0.13 -0.02 -0.06 -0.83
C -1.596932 1.769059 -1.031308 -1.99 -0.23 -3.37 0.25
C 2.730926 1.185755 -1.139992 1.67 -2.31 3.46 0.93
C -5.052546 1.721610 2.348755 0.62 0.82 -0.47 -0.66
C -3.040145 1.494990 -2.957412 2.24 3.44 -2.82 0.53
C -1.806602 -5.437528 2.891988 -0.05 -0.05 0.07 -0.83
C 8.099937 -0.564351 1.188273 0.10 -0.05 0.00 -0.83
C 1.792560 3.207737 -2.780405 2.94 0.70 -4.02 0.46
C 5.780363 -1.758003 0.552151 0.00 -0.14 -0.06 -0.83
C 2.120862 1.611128 -2.604968 1.93 -2.38 -2.32 0.57
C -4.562027 0.520806 -0.094108 -2.31 0.30 2.85 -0.15
C -1.994135 2.674329 -3.410478 -2.36 -4.72 4.41 -0.05
C -3.964448 0.905775 1.417345 -0.49 -0.47 0.79 0.07
H 8.696468 0.061612 1.856250 -0.20 -0.08 -0.03 0.25
H -2.774501 -3.214428 0.128380 0.07 -0.05 0.17 0.23
H -4.496952 2.665931 2.805986 -1.30 -1.91 -1.06 0.23
H -1.906409 3.286916 -4.419102 -0.01 -1.36 2.59 0.35
H -2.981351 -0.255609 2.776473 -1.39 -0.47 -1.23 0.50
H 4.732340 -1.978551 0.768906 0.15 0.10 0.07 0.23
H 6.354563 -2.687586 0.557441 -0.01 0.10 0.08 0.24
H 5.853347 -1.277645 -0.426375 0.02 0.01 0.10 0.22
H -5.903487 2.094056 1.636134 1.31 -0.63 1.73 0.22
H -1.348650 -5.432759 3.884022 -0.04 0.12 -0.17 0.25
H -5.233923 1.382189 -0.546377 1.85 -1.58 0.59 0.22
H -1.136761 1.613048 0.037147 -0.85 0.52 -2.48 0.33
H -5.314400 -0.383967 0.106394 2.01 1.76 -0.67 0.27
H -2.039111 -4.837824 0.108225 0.00 0.06 0.09 0.23
H -2.836724 -5.793158 2.970592 0.06 0.13 -0.03 0.24
H -2.993657 1.557924 1.375595 -1.66 -1.18 -0.25 0.15
H 8.529113 -1.568561 1.154015 -0.12 0.05 0.06 0.23
H -1.232658 -6.092556 2.232532 -0.01 0.11 0.02 0.23
H -5.429316 1.090574 3.267661 0.67 1.03 -2.27 0.27
H -3.618752 -4.576344 0.910354 0.09 0.06 0.07 0.24
H 8.095566 -0.123717 0.188684 -0.06 0.00 0.08 0.23
```
Positions in Å, forces in eV/Å.

=====

# 3
Formula: C12H17N3O7
Source: the OMol25 dataset
Level of theory: wB97M-V/def2-TZVPD

Values from the calculation:
HOMO-LUMO gap = 6.89 eV
SMILES = CNC(=O)[C@@H](CCC(=O)[O-])NC(=O)[C@@H](CC(=O)[O-])NC(C)=O
Net charge = -2
Max |F| = 6.46 eV/Å
HOMO energy = -0.0772 Ha
Energy relative to the best compared isomer or geometry (same formula, charge and spin) = 33.5 kcal per mole

Geometry as XYZ:
```
39
Properties=species:S:1:pos:R:3:forces:R:3:nbo_charge:R:1
O -0.894843 3.104733 2.204590 0.41 -0.27 -1.53 -0.80
O 0.343226 -2.201653 0.552541 0.40 0.70 -1.78 -0.70
O -0.198542 -3.437000 -2.483730 -6.11 2.10 -0.20 -0.66
O 4.404276 -0.236500 -3.053628 -0.71 0.54 1.06 -0.77
O 4.430752 -2.255261 -2.218207 0.05 -1.29 1.18 -0.80
O -1.834728 3.046738 4.158014 -1.06 -0.77 1.37 -0.79
O -3.658115 -0.569429 0.034498 1.94 0.29 1.15 -0.68
N -0.302180 -0.283095 -0.399979 0.62 -1.10 -1.95 -0.58
N 1.837780 -2.946732 -1.920805 2.19 -0.07 1.56 -0.62
N -2.482908 -1.963892 1.301214 1.45 -3.08 1.76 -0.59
C 2.813925 -0.732156 -1.287717 0.29 0.00 -0.39 -0.52
C 1.190741 -5.135112 -2.913371 5.50 2.38 -0.60 -0.68
C -2.568571 -0.820812 0.633948 -3.41 -0.22 -3.03 0.66
C 0.912693 -3.785912 -2.382199 2.53 0.33 0.10 0.67
C -3.538360 -2.997666 1.612582 -2.10 3.66 -3.44 -0.42
C -1.345131 0.084450 0.496256 1.07 -0.29 2.88 -0.14
C 0.449510 -1.391119 -0.402655 0.95 -2.41 3.09 0.70
C 1.567534 -1.551881 -1.503843 -1.63 -1.53 -0.60 -0.10
C -0.696301 0.261273 1.902808 0.19 0.06 -0.45 -0.38
C -1.622613 0.967824 2.950081 1.62 0.33 -1.85 -0.54
C 3.994876 -1.087408 -2.219456 0.52 0.28 -2.31 0.76
C -1.468424 2.481321 3.116013 0.95 1.31 -0.36 0.75
H -1.586132 -2.216437 1.702353 0.09 0.39 -0.42 0.42
H -3.369663 -3.993813 1.890181 1.66 -1.03 0.42 0.20
H 2.471196 0.224547 -1.639671 0.42 0.92 0.68 0.22
H -0.338026 -0.719088 2.314886 -0.73 0.63 -0.46 0.19
H -4.110742 -2.487738 2.342043 -0.97 -0.02 1.14 0.20
H 2.841806 -3.220918 -1.871334 -0.68 0.60 -0.15 0.45
H 2.233528 -4.987246 -3.449370 -1.79 -1.25 1.11 0.21
H 0.452637 -5.300132 -3.580818 -2.21 -0.80 -2.19 0.22
H 1.078585 -1.117753 -2.348898 -0.36 0.36 -1.01 0.19
H 1.141885 -5.763966 -2.100023 0.45 -1.97 1.52 0.22
H -1.631171 1.071394 0.217080 -0.74 0.59 -0.29 0.25
H -4.274624 -3.068564 0.717835 1.36 0.24 1.19 0.21
H -1.149403 0.497913 3.731686 0.01 -0.62 3.06 0.20
H 0.286405 0.765542 1.722761 -1.08 0.29 0.34 0.23
H 3.151584 -0.772945 -0.262538 0.01 0.25 0.36 0.22
H -0.168675 0.231965 -1.226699 -0.31 1.03 -0.90 0.39
H -2.658076 0.728556 2.880585 -0.80 -0.55 -0.07 0.20
```
Positions in Å, forces in eV/Å.